(1)
The following is a DFT calculation (the ωB97M-V functional and the def2-TZVPD basis) of C26H28CoFNOP2 as an isolated structure.

Element x y z (Å)
C (1.091, 4.470, -2.267)
C (0.391, 3.667, -1.342)
C (-0.904, 3.152, -1.778)
C (-1.153, 2.927, -3.222)
C (-0.201, 3.453, -4.129)
C (0.815, 4.330, -3.653)
C (-2.293, 2.187, -3.626)
C (-3.131, 1.685, -2.612)
C (-2.779, 1.991, -1.196)
C (-3.495, 1.294, -0.132)
C (-4.782, 0.810, -0.436)
C (-5.129, 0.570, -1.780)
C (-4.263, 0.882, -2.853)
H (1.956, 5.062, -1.993)
H (-0.363, 3.215, -5.181)
H (1.320, 4.947, -4.408)
H (-2.189, 1.549, -4.611)
H (-5.456, 0.462, 0.335)
H (-6.122, 0.229, -2.046)
H (-4.439, 0.611, -3.888)
N (-1.902, 2.961, -0.904)
Co (0.385, -0.361, 0.405)
C (0.944, 3.402, 0.059)
H (0.214, 3.648, 0.839)
H (1.857, 4.035, 0.199)
C (-2.914, 1.180, 1.264)
H (-2.616, 2.154, 1.684)
H (-3.678, 0.770, 1.961)
P (1.413, 1.502, 0.371)
P (-1.339, 0.078, 1.385)
C (-2.153, -1.532, 1.592)
H (-1.394, -2.324, 1.672)
H (-2.744, -1.498, 2.507)
H (-2.790, -1.735, 0.714)
C (-0.858, 0.423, 3.114)
H (-1.647, 0.045, 3.771)
H (0.078, -0.086, 3.367)
H (-0.728, 1.502, 3.270)
C (2.946, 1.481, -0.623)
H (3.650, 2.230, -0.231)
H (3.409, 0.484, -0.543)
H (2.694, 1.689, -1.680)
C (2.135, 1.637, 2.049)
H (2.480, 0.643, 2.362)
H (2.997, 2.312, 1.980)
H (1.405, 2.024, 2.782)
C (1.273, -1.791, 0.688)
O (2.050, -2.473, 1.268)
H (0.041, -0.064, -0.954)
F (-0.634, -2.535, -5.562)
C (-0.465, -1.967, -4.322)
C (-1.403, -2.263, -3.343)
C (-1.205, -1.652, -2.087)
C (-0.135, -0.781, -1.861)
C (0.898, -0.759, -2.790)
C (0.741, -1.305, -4.070)
H (-2.256, -2.939, -3.545)
H (-1.928, -1.876, -1.269)
H (1.848, -0.266, -2.523)
H (1.525, -1.228, -4.839)

- Orbital gap (spin up / spin down): 0.2058 / 0.2062 Ha
- 2S+1: 5
- ΔE to the lowest compared entry with this formula, charge and spin: 14.86 kcal per mole
- Total charge: +1
- <S²>: 6.059
- Maximum force: 9.41 eV/A
- E: -3302.4839 hartree

Atom charges from the Mulliken analysis, given in e for atoms 1 to 4: number 1, C, carries -1.019; number 2, C, carries 0.632; number 3, C, carries 0.450; number 4, C, carries 1.156

=====

(2)
The following is a DFT calculation (the ωB97M-V functional and the def2-TZVPD basis) of a 3-piece molecular cluster, C10H16Cl2O6 overall.

Element x y z (Å)
C (-23.873, 10.601, 2.096)
C (-25.104, 10.534, 1.228)
C (-26.119, 9.452, 1.630)
O (-27.293, 10.198, 1.983)
C (-27.142, 11.500, 1.637)
O (-28.006, 12.308, 1.702)
O (-25.874, 11.748, 1.252)
H (-23.478, 9.584, 2.093)
H (-24.032, 11.007, 3.092)
H (-23.115, 11.229, 1.623)
H (-24.769, 10.403, 0.198)
H (-25.793, 8.964, 2.549)
H (-26.333, 8.718, 0.860)
C (-23.775, 3.723, 3.853)
C (-23.080, 4.983, 3.426)
C (-21.649, 4.858, 2.880)
O (-21.640, 5.689, 1.732)
C (-22.910, 6.066, 1.428)
O (-23.192, 6.760, 0.509)
O (-23.788, 5.529, 2.291)
H (-23.263, 3.275, 4.702)
H (-23.818, 3.011, 3.025)
H (-24.821, 3.940, 4.067)
H (-23.108, 5.719, 4.231)
H (-21.414, 3.822, 2.637)
H (-20.955, 5.221, 3.636)
Cl (-22.580, 8.690, 4.673)
C (-20.861, 8.597, 4.222)
C (-19.931, 9.222, 5.234)
Cl (-20.086, 8.459, 6.843)
H (-20.777, 9.150, 3.285)
H (-20.593, 7.564, 4.015)
H (-20.152, 10.276, 5.364)
H (-18.912, 9.045, 4.901)

- Orbital gap: 0.4077 Ha
- ΔE to the lowest compared entry with this formula, charge and spin: 0.00 kcal per mole
- Maximum force: 1.07 eV/A
- E: -1762.5000 hartree

Atom charges from the Mulliken analysis, given in e for atoms 1 to 4: number 1, C, carries -1.026; number 2, C, carries 0.447; number 3, C, carries -0.190; number 4, O, carries -0.374

=====

(3)
The following is a DFT calculation (the ωB97M-V functional and the def2-TZVPD basis) of a 10-piece molecular cluster, C6H35N2O9 overall.

Element x y z (Å)
C (-1.697, 0.036, -1.033)
N (-0.845, -0.148, 0.193)
C (-0.633, -1.539, 0.602)
C (-1.840, -1.951, 1.428)
C (-1.567, -3.405, 1.914)
C (-0.724, -3.361, 3.227)
C (-1.044, 0.940, -2.110)
N (0.436, 0.606, -2.152)
H (-1.868, -0.925, -1.545)
H (-2.617, 0.607, -0.746)
H (-1.225, 0.464, 0.966)
H (-0.458, -2.305, -0.182)
H (0.261, -1.655, 1.238)
H (-2.640, -1.936, 0.663)
H (-1.981, -1.205, 2.243)
H (-2.550, -3.912, 1.994)
H (-0.876, -3.955, 1.274)
H (-1.384, -3.024, 4.056)
H (0.051, -2.587, 3.141)
H (-0.459, -4.353, 3.583)
H (-1.350, 0.933, -3.177)
H (-1.344, 1.989, -1.849)
H (0.884, 0.831, -3.068)
H (0.886, 1.306, -1.479)
H (0.511, -0.397, -1.854)
H (2.305, 3.455, -1.908)
H (2.648, 4.600, -0.895)
O (2.119, 3.808, -1.025)
H (1.530, -0.094, 3.520)
H (0.594, 1.099, 3.321)
O (1.185, 0.495, 2.840)
H (-3.073, 1.437, 2.013)
H (-3.174, -0.078, 2.786)
O (-2.690, 0.591, 2.300)
H (-3.099, 4.167, 0.681)
H (-1.614, 3.856, 0.958)
O (-2.476, 3.464, 0.890)
H (0.873, 3.828, 0.338)
H (1.126, 3.107, 1.770)
O (0.513, 3.547, 1.190)
H (0.538, -1.586, -4.049)
H (-0.968, -1.271, -4.443)
O (-0.078, -0.890, -4.293)
H (2.636, -2.065, -2.566)
H (2.817, -2.462, -4.069)
O (2.345, -1.903, -3.455)
H (1.621, 0.047, 0.955)
H (1.991, 1.485, 0.382)
O (1.977, 0.538, 0.224)
H (3.792, -2.848, 0.215)
H (3.413, -1.559, -0.161)
O (3.311, -2.446, -0.530)

- Orbital gap: 0.3113 Ha
- ΔE to the lowest compared entry with this formula, charge and spin: 78.49 kcal per mole
- Total charge: +1
- Maximum force: 2.87 eV/A
- E: -1035.9994 hartree

Atom charges from the Mulliken analysis, given in e for atoms 1 to 4: number 1, C, carries -0.748; number 2, N, carries 0.562; number 3, C, carries -1.073; number 4, C, carries -0.173

=====

(4)
The following is a DFT calculation (the ωB97M-V functional and the def2-TZVPD basis) of the molecule C5H8O2.

Element x y z (Å)
C (1.905, -0.299, 1.030)
C (0.727, -0.230, 0.168)
C (0.130, -0.857, -0.838)
C (-0.713, -0.175, 0.256)
O (-1.286, -0.867, 1.309)
C (-1.271, 1.167, -0.206)
O (-0.379, 1.515, -1.214)
H (2.814, -0.424, 0.438)
H (1.740, -1.201, 1.629)
H (1.994, 0.552, 1.707)
H (0.365, -1.803, -1.296)
H (-2.237, -0.707, 1.297)
H (-2.306, 1.146, -0.586)
H (-1.275, 1.793, 0.707)
H (-0.217, 0.441, -1.625)

- Orbital gap: 0.3731 Ha
- ΔE to the lowest compared entry with this formula, charge and spin: 98.62 kcal per mole
- Maximum force: 3.62 eV/A
- E: -345.6478 hartree

Atom charges from the Mulliken analysis, given in e for atoms 1 to 4: number 1, C, carries -1.255; number 2, C, carries 0.800; number 3, C, carries -0.911; number 4, C, carries 0.322

=====

Question: The highest E belongs to which entry?
Answer: C5H8O2